8 unconnected molecules or ions with the total composition C40H100N16O4P4, computed with the ωB97M-V functional and the def2-TZVPD basis.

Atoms and positions in Å:
C: -6.662354 -2.703660 -8.225617
N: -6.755224 -2.357860 -6.806777
C: -6.643014 -3.517080 -5.930147
P: -5.988544 -0.840170 -6.306397
O: -4.492764 -0.874240 -6.339877
N: -6.808454 0.363970 -7.312127
C: -8.253464 0.291520 -7.536367
C: -6.137324 1.636950 -7.497587
N: -6.637834 -0.625880 -4.745347
C: -5.954734 0.279960 -3.843787
C: -8.054484 -0.719910 -4.486627
H: -6.600794 -1.811840 -8.849287
H: -7.554864 -3.248360 -8.533567
H: -5.743044 -3.255590 -8.421427
H: -7.533964 -4.144100 -5.964427
H: -6.364184 -3.246050 -4.911867
H: -5.857794 -4.166850 -6.316577
H: -8.654544 -0.706930 -7.362227
H: -8.849064 0.915360 -6.869897
H: -8.499214 0.519620 -8.573517
H: -5.056994 1.532190 -7.397487
H: -6.351754 2.136380 -8.442407
H: -6.362574 2.441260 -6.797267
H: -5.823974 1.202330 -4.409687
H: -6.536284 0.544900 -2.960787
H: -4.997374 -0.113080 -3.501617
H: -8.365964 -0.809530 -3.445937
H: -8.385874 -1.612180 -5.017787
H: -8.573374 0.169560 -4.843967
C: -9.576894 -5.841840 3.906693
N: -9.078374 -4.641200 4.602523
C: -9.976824 -3.501510 4.531543
P: -7.455264 -4.302910 5.079023
O: -7.270794 -3.019480 5.811793
N: -6.878734 -5.731950 5.875353
C: -6.806404 -7.082930 5.261323
C: -6.591604 -5.724270 7.314503
N: -6.539164 -4.401620 3.630533
C: -7.027504 -4.071400 2.224613
C: -5.145894 -4.503810 3.694253
H: -9.676294 -6.619170 4.664283
H: -8.932424 -6.287720 3.149093
H: -10.609944 -5.694130 3.591903
H: -9.721004 -2.713560 5.239913
H: -10.972634 -3.853480 4.800953
H: -10.023074 -3.055430 3.538083
H: -7.411604 -7.154160 4.357573
H: -5.845324 -7.314630 4.802253
H: -7.070174 -7.904150 5.927743
H: -7.340644 -5.139360 7.848283
H: -6.488794 -6.730290 7.721233
H: -5.620994 -5.249400 7.457743
H: -8.028034 -4.494190 2.133543
H: -6.959194 -3.023440 1.932693
H: -6.468164 -4.582400 1.440963
H: -4.717874 -4.789280 4.655203
H: -4.845834 -3.469240 3.527713
H: -4.775004 -5.127950 2.881243
C: 9.076226 1.772000 1.212033
N: 9.934446 2.171200 2.359523
C: 10.634616 3.482280 2.279583
P: 9.770236 1.594030 3.960343
O: 11.004576 1.853200 4.758693
N: 8.301386 2.221010 4.612093
C: 8.276276 3.049090 5.812713
C: 7.063136 2.194470 3.752853
N: 9.395256 -0.064180 3.913473
C: 8.573336 -0.626080 4.971733
C: 10.158626 -1.019220 3.140453
H: 8.791906 0.719820 1.225103
H: 9.648886 1.951680 0.302153
H: 8.177906 2.387010 1.158303
H: 11.053996 3.447820 1.274073
H: 11.443846 3.708350 2.973943
H: 9.875976 4.260710 2.360803
H: 7.352986 2.964780 6.385893
H: 9.031186 2.791450 6.555563
H: 8.463266 4.070470 5.481163
H: 7.112226 3.141450 3.215343
H: 6.881586 1.415760 3.012063
H: 6.149756 2.218600 4.347193
H: 9.000696 -0.555350 5.971963
H: 7.537886 -0.288730 4.925443
H: 8.577036 -1.706830 4.830213
H: 10.676366 -0.504500 2.331073
H: 9.539866 -1.847580 2.795413
H: 10.975886 -1.363720 3.774093
C: -0.194324 9.543940 0.406463
N: 1.259826 9.571350 0.578813
C: 1.662816 10.964960 1.072983
P: 1.880256 8.181460 1.367363
O: 3.208196 8.377990 1.919783
N: 0.724456 7.780900 2.602103
C: 0.682096 6.362080 3.049613
C: 0.431826 8.680140 3.702233
N: 1.842576 6.947040 0.145853
C: 3.068266 6.263820 -0.242927
C: 0.696926 6.508530 -0.650797
H: -0.495864 10.402070 -0.194197
H: -0.766304 9.556610 1.334243
H: -0.578624 8.661750 -0.105537
H: 0.898896 11.290060 1.779273
H: 1.579846 11.746650 0.317883
H: 2.663716 10.920690 1.502323
H: 0.704416 5.711090 2.175643
H: 1.532406 6.089340 3.674653
H: -0.243264 6.177310 3.595203
H: 1.312486 8.728420 4.342703
H: 0.230066 9.703350 3.385343
H: -0.427474 8.383050 4.303453
H: 3.063776 6.026550 -1.306777
H: 4.005296 6.746050 0.035533
H: 3.155086 5.322160 0.299143
H: 0.352686 7.261250 -1.360027
H: -0.191714 6.319800 -0.048467
H: 0.889226 5.546930 -1.126667
C: 0.957356 -1.238350 0.834783
C: 1.301556 -2.374500 -0.158787
C: 1.280686 -1.853220 -1.653997
C: 2.291726 -0.824010 -1.832267
N: 3.079226 -0.012060 -2.025947
H: 1.818206 -0.570780 0.871883
H: 0.852466 -1.711350 1.811183
H: 0.076186 -0.652460 0.573303
H: 0.565726 -3.167870 -0.027567
H: 2.211326 -2.862120 0.191403
H: 0.360006 -1.299500 -1.837947
H: 1.296586 -2.683400 -2.360147
C: -1.236244 0.398260 7.537903
C: -1.141874 -0.584930 8.688443
C: 0.297116 -0.940220 9.172393
C: 1.072716 -1.454790 8.070433
N: 1.706046 -1.903020 7.186833
H: -0.591444 1.257750 7.721213
H: -2.190164 0.851410 7.268103
H: -0.910274 -0.006090 6.579603
H: -1.772454 -1.419610 8.382183
H: -1.824244 -0.196320 9.444383
H: 0.237476 -1.747440 9.902433
H: 0.793646 -0.171730 9.764833
C: 7.809406 -5.287290 -7.261427
C: 7.963816 -4.433330 -5.972217
C: 7.764866 -2.937360 -6.072967
C: 8.634356 -2.316580 -7.128647
N: 9.349086 -1.854170 -7.887657
H: 6.778436 -5.343120 -7.610817
H: 8.286046 -6.267280 -7.284587
H: 8.411256 -4.807240 -8.033067
H: 8.974366 -4.631390 -5.614927
H: 7.324946 -4.821170 -5.178787
H: 7.873456 -2.383580 -5.140437
H: 6.753746 -2.762110 -6.440417
C: 0.137626 -4.131100 -8.680737
C: 1.494766 -3.519270 -8.635367
C: 1.435446 -1.933440 -8.576697
C: 2.632446 -1.296810 -9.037547
N: 3.568496 -0.755100 -9.472057
H: -0.530874 -3.805620 -7.883697
H: 0.066696 -5.212130 -8.560517
H: -0.257084 -3.870400 -9.662747
H: 2.003386 -3.833050 -9.546927
H: 2.075166 -3.930860 -7.809637
H: 1.192316 -1.598660 -7.568277
H: 0.653786 -1.572640 -9.245227

Atomic forces in eV per Å
C 0.1 0.6 0.2
N 0.4 2.4 0.5
C 0.6 -0.1 -0.4
P -1.6 -1.1 -0.5
O -1.7 0.8 0.0
N 1.1 -1.6 0.8
C 0.0 -0.3 0.1
C 0.4 0.6 0.0
N 0.6 -1.1 0.5
C 0.6 0.7 -0.5
C -0.5 -0.3 -1.0
H -0.1 0.1 0.2
H 0.1 -0.3 0.0
H 0.0 -0.4 -0.1
H -0.4 0.3 0.2
H -0.3 0.1 -0.1
H 0.4 -0.1 0.1
H 0.5 -0.2 0.0
H 0.2 0.5 0.0
H 0.1 0.3 -0.1
H 0.0 -0.4 -0.3
H -0.1 -0.6 -0.5
H -0.6 -0.2 0.7
H 0.5 0.5 0.4
H -0.3 -0.4 -0.1
H 0.1 0.1 -0.2
H 0.7 -0.2 0.2
H -0.6 0.2 0.0
H -0.3 0.0 -0.2
C 0.2 -0.4 1.6
N 1.4 0.9 0.0
C -0.4 0.1 0.2
P 0.2 -1.9 -1.4
O -0.5 -1.4 -0.1
N -0.7 -0.1 -0.3
C 0.0 0.9 -1.2
C 0.4 0.9 -0.5
N -3.3 -0.8 -0.9
C -0.2 -0.8 1.6
C 1.5 1.3 -0.2
H 0.0 -0.3 0.1
H -0.1 0.5 -0.4
H 0.3 0.3 -0.5
H 0.3 -0.2 0.0
H -0.2 0.1 0.0
H 0.0 0.1 -0.2
H -0.5 0.1 0.3
H 0.7 0.1 0.5
H -0.2 0.4 0.2
H 0.0 -0.2 0.2
H -0.4 0.0 -0.2
H 0.1 0.1 0.3
H -0.2 0.6 0.0
H -0.3 0.2 0.5
H 0.5 -0.4 0.4
H -0.4 -0.3 0.0
H 1.2 0.1 -0.2
H 0.2 -0.2 0.1
C 0.7 0.9 0.6
N 0.2 -1.3 1.7
C -0.9 -0.7 -1.2
P -0.6 -0.7 0.3
O -1.2 0.5 -0.5
N 0.5 -2.0 -0.7
C 0.3 0.2 -0.4
C 0.8 1.5 0.7
N -0.9 1.4 -0.8
C 0.2 -0.8 -0.2
C 0.9 0.7 0.6
H 0.1 0.1 0.4
H 0.0 0.0 -0.1
H -0.2 0.0 -0.1
H 0.1 0.6 -0.1
H -0.3 -0.8 0.3
H 0.1 0.4 -0.2
H -0.4 0.0 -0.5
H 0.4 -0.2 -0.5
H -0.3 0.4 0.6
H -0.5 0.1 -0.4
H 0.9 -0.4 0.3
H 0.2 0.0 0.4
H 0.0 0.7 0.2
H 0.1 0.1 0.2
H -0.2 -0.1 -0.3
H -0.3 -0.1 -0.3
H 0.1 0.1 -0.1
H 0.1 -0.7 0.0
C -0.4 0.0 -0.5
N -0.2 0.7 0.9
C -0.6 -1.5 0.0
P -2.0 -0.5 -0.9
O 1.4 0.2 0.1
N -0.3 -1.4 -1.4
C 0.2 0.6 -0.8
C 0.9 0.7 -0.1
N -0.2 1.0 1.1
C 0.6 -0.6 0.7
C -0.7 0.3 0.8
H 0.0 0.1 0.0
H 0.1 0.3 0.3
H 0.4 0.0 -0.1
H 0.2 -0.1 0.7
H 0.4 -0.5 -0.6
H -0.2 0.1 0.0
H 0.0 0.0 0.0
H 0.1 0.1 0.2
H 0.0 0.1 0.0
H 0.0 0.1 0.4
H 0.1 0.0 -0.3
H 0.0 -0.4 -0.2
H 0.0 0.3 0.0
H -0.3 0.7 -0.2
H -0.2 -0.5 -0.1
H 0.4 -0.1 -0.5
H 0.0 0.0 0.5
H 0.3 0.2 -0.2
C 0.9 -0.7 -0.3
C -1.1 0.6 -0.1
C -0.2 -0.3 1.7
C 0.6 -0.4 -0.7
N 0.0 0.1 0.2
H -0.1 0.2 0.2
H -0.2 0.3 0.1
H -0.1 -0.2 0.0
H -0.3 0.0 -0.4
H 0.4 0.3 -0.6
H -0.4 -0.3 0.2
H 0.5 0.3 -0.1
C 1.0 0.9 -1.0
C -1.5 0.4 -0.2
C -1.6 -0.4 0.5
C 2.5 -1.2 -2.7
N -1.8 1.3 2.4
H 0.2 0.1 0.0
H -0.4 -0.4 0.7
H 0.3 -0.3 0.1
H 0.8 -0.8 0.0
H 0.8 0.2 0.8
H -0.2 -0.3 0.0
H 0.0 0.4 -0.6
C 0.4 1.2 -0.3
C 0.8 -1.6 0.4
C -0.2 0.6 -1.8
C -0.7 -0.7 1.7
N 0.5 0.3 -0.7
H 0.0 -0.1 0.0
H -0.4 -0.2 0.9
H -0.3 0.4 -0.3
H 0.2 0.1 0.1
H -0.2 0.1 0.0
H 0.2 -0.2 0.0
H -0.2 0.2 0.2
C -1.2 -0.2 0.0
C 0.8 0.6 0.1
C -0.7 -1.6 0.1
C 2.6 1.4 -1.0
N -1.6 -1.0 0.8
H -0.1 0.6 -0.1
H 0.7 -0.1 -0.3
H -0.6 -0.1 0.2
H 0.3 0.2 0.0
H 0.1 0.3 0.1
H 0.0 0.0 0.0
H -0.3 -0.1 0.1

Summary:
Total charge = 0
HOMO-LUMO gap = 8.29 eV
SMILES string = CN(C)P(=O)(N(C)C)N(C)C.CN(C)P(=O)(N(C)C)N(C)C.CN(C)P(=O)(N(C)C)N(C)C.CN(C)P(=O)(N(C)C)N(C)C.CCCC#N.CCCC#N.CCCC#N.CCCC#N
Lowest unoccupied orbital energy = 0.148 eV
HOMO = -8.14 eV
M = 993.24 g/mol